Density functional theory data (ωB97M-V/def2-TZVPD) for C6H12N2O in the gas phase.

Positions of all 21 atoms, in Å:
C1 -1.94553 -1.83856 -0.22636
C2 -0.77420 -1.26983 0.53077
O1 -0.23516 -1.88902 1.42051
C3 -0.29758 0.13554 0.16044
C4 -0.77438 0.66021 -1.18611
N1 -0.49911 1.10590 1.20639
C5 1.23230 1.53579 1.01843
C6 1.33459 0.20741 0.33046
N2 2.17546 0.05290 -0.80395
H1 -2.17996 -2.82716 0.16002
H2 -2.80832 -1.18177 -0.11932
H3 -1.71007 -1.91474 -1.28666
H4 -1.86162 0.65863 -1.23697
H5 -0.37600 0.05517 -1.99981
H6 -0.43984 1.68717 -1.31504
H7 -0.62525 0.64759 2.10588
H8 0.98387 2.43378 0.46035
H9 2.00379 1.76028 1.75543
H10 1.52615 -0.60929 1.02933
H11 2.16086 0.85032 -1.42875
H12 3.10999 -0.26034 -0.57506

Structure (SMILES): CC(=O)[C@@]1(C)NC[C@@H]1N
2S+1: 1
Orbital gap (eV): 9.866
Charge: 0
Largest force on an atom (eV Å⁻¹): 3.18
Energy above the lowest of the compared OMol25 structures with the same formula, charge and spin (kJ/mol): 228.2